{
  "formula": "C3H4NO3",
  "method": "ωB97M-V/def2-TZVPD",
  "species": ["C", "C", "C", "N", "O", "O", "O", "H", "H", "H", "H"],
  "xyz": [[0.170, -0.159, -0.992], [2.609, 0.802, -0.679], [-1.735, -0.471, 0.810], [-0.364, -0.295, 0.309], [2.592, 1.106, 0.480], [-0.557, -0.495, -1.957], [3.079, 0.800, -1.760], [-2.085, -1.336, 1.380], [-1.731, 0.387, 1.507], [-2.298, -0.379, -0.102], [0.321, 0.041, 1.003]],
  "forces_ev_per_a": [[-0.704, -0.547, -0.615], [-0.502, 0.740, 0.594], [1.307, 1.601, -0.152], [1.938, -0.495, 0.957], [-0.194, -0.698, -1.033], [0.746, 0.496, 1.186], [-0.242, -0.360, 0.293], [0.716, -0.545, -0.239], [-1.374, -0.196, -0.287], [-0.971, 0.354, -0.066], [-0.719, -0.351, -0.639]],
  "charge": -1,
  "lumo_ev": 4.0,
  "de_lowest_kcal_mol": 65.3
}

{
  "formula": "C3H4NO3",
  "method": "ωB97M-V/def2-TZVPD",
  "species": ["C", "C", "O", "N", "C", "O", "O", "H", "H", "H", "H"],
  "xyz": [[1.825, 0.349, -0.286], [0.947, -0.861, -0.050], [1.443, -1.990, -0.123], [-0.353, -0.638, 0.103], [-1.049, 0.726, 0.128], [-0.813, 1.415, 1.127], [-1.842, 0.861, -0.793], [1.606, 0.757, -1.272], [2.834, 0.002, -0.251], [1.707, 1.168, 0.430], [-0.913, -1.398, 0.426]],
  "forces_ev_per_a": [[-0.319, 0.426, 0.113], [0.259, -0.121, -0.416], [0.030, -0.101, 0.365], [0.022, 0.936, 0.318], [-0.274, -0.461, 0.959], [0.434, 0.106, -0.138], [-0.298, 0.190, -0.732], [0.018, 0.023, -0.118], [0.696, -0.198, -0.140], [-0.326, -0.273, 0.015], [-0.242, -0.527, -0.226]],
  "smiles": "CC(=O)NC(=O)[O-]",
  "charge": -1,
  "lumo_ev": 4.2,
  "de_lowest_kcal_mol": 5.4
}

{
  "formula": "C3H4NO3S",
  "method": "ωB97M-V/def2-TZVPD",
  "species": ["C", "C", "C", "N", "O", "O", "O", "S", "H", "H", "H", "H"],
  "xyz": [[0.021, -0.376, -0.478], [1.226, 0.700, -0.208], [1.603, -0.385, 0.796], [0.526, -1.313, 0.265], [-2.782, 0.896, 0.593], [-1.046, -0.264, -1.176], [-3.748, -0.304, -1.210], [-2.812, -0.361, -0.091], [1.926, 0.616, -1.070], [1.071, 1.784, 0.092], [2.587, -0.943, 0.737], [1.429, -0.049, 1.750]],
  "forces_ev_per_a": [[1.052, 1.931, 0.315], [-0.476, -0.420, -1.380], [0.556, -2.254, -2.454], [0.014, 0.436, 0.693], [0.522, 1.045, 1.080], [0.348, -0.196, 0.133], [0.430, -0.601, 0.173], [-0.839, -0.514, -1.292], [-0.520, 0.508, 0.351], [0.021, -1.395, -0.255], [-0.662, 1.073, 0.026], [-0.447, 0.386, 2.610]],
  "charge": -1,
  "lumo_ev": 3.9,
  "de_lowest_kcal_mol": 35.9
}